Computed, not measured: a cluster of 3 separate species, C4H14N2O3 in total, with the ωB97M-V functional and the def2-TZVPD basis.

XYZ file:
```
23
Properties=species:S:1:pos:R:3:forces:R:3
N -2.189440 -0.429623 -1.293672 -0.5 0.0 1.3
C -1.554769 -0.032817 -0.096690 -1.5 -2.2 0.3
C -1.042913 1.376084 -0.222974 0.4 1.0 -2.4
C -0.134554 -0.754975 0.090202 0.7 -1.1 0.8
N 0.244197 -1.067342 1.345345 0.2 0.1 -0.6
C -0.106742 -0.546425 2.657386 -1.2 1.3 0.2
O 0.512635 -1.005494 -0.887259 -0.3 0.1 -0.6
H -1.667024 -0.314888 -2.160027 -0.4 -0.1 -0.1
H -3.212502 -0.636751 -1.274370 1.4 0.0 -0.4
H -2.182707 -0.442933 0.761236 0.7 1.4 -0.9
H -1.856304 2.078427 -0.060293 0.3 0.2 0.4
H -0.754216 1.487118 -1.342117 -0.4 0.0 1.8
H -0.115245 1.499697 0.313516 -0.1 0.6 0.5
H 1.115655 -1.580482 1.289993 0.1 0.2 0.1
H 0.677057 0.087458 3.119417 0.3 -1.1 -0.3
H -0.855559 0.282112 2.549426 -0.1 -1.2 0.0
H -0.469293 -1.382359 3.297443 0.3 0.9 -0.3
H 1.100879 0.144375 -3.907824 0.3 1.1 1.4
H 0.926983 0.723860 -2.431425 -0.3 -0.8 0.8
O 1.298733 0.891744 -3.279101 0.2 -0.4 -2.2
H 3.711800 -0.782875 0.702538 -0.1 -0.5 0.6
H 3.445671 0.444262 0.028316 -0.5 0.5 0.2
O 3.107661 -0.038176 0.800938 0.6 -0.1 -0.8
```
Forces are in eV/Å.

Spin multiplicity ... 2
Energy above the lowest of the compared OMol25 structures with the same formula, charge and spin ... 0.0 kJ/mol
Highest occupied orbital energy (alpha / beta) ... -14.3948 / -14.3624 eV
Total charge ... +1

Computed, not measured: a structure of composition C13H17N5O7V, with the ωB97M-V functional and the def2-TZVPD basis.

XYZ file:
```
43
Properties=species:S:1:pos:R:3:forces:R:3
V -0.146424 -0.281476 0.412800 0.7 0.4 0.4
O -6.146903 -0.159101 -0.634734 0.0 0.0 0.0
C -4.832095 -0.118732 -0.406682 -0.1 0.0 0.0
C -4.157270 1.063506 -0.066787 0.1 0.0 0.0
C -2.800208 0.980689 0.137787 -0.1 0.0 0.0
N -2.160779 -0.176911 0.040133 0.0 0.0 0.0
C -2.780181 -1.302294 -0.302870 -0.1 -0.1 0.0
C -4.133144 -1.327890 -0.533648 0.1 0.0 0.0
C -1.790988 -2.450987 -0.410082 0.2 0.0 0.0
O -2.089017 -3.556245 -0.742301 -0.1 0.0 0.0
O -0.559823 -2.019337 -0.106972 -0.4 -0.3 -0.2
C -1.830000 2.096658 0.473558 -0.1 0.0 -0.1
O -2.190675 3.242875 0.672850 0.1 0.0 0.1
O -0.608070 1.667667 0.520602 0.0 0.0 0.0
H -6.549866 0.714168 -0.548527 0.0 0.0 0.0
H -4.665259 2.015555 0.017427 0.0 0.0 0.0
H -4.638705 -2.239865 -0.817879 0.0 0.0 0.0
N -0.046755 -0.356400 2.537288 0.1 -0.1 -0.1
C 0.918420 0.716457 2.901830 -0.1 0.0 0.0
C 1.382501 0.627394 4.354647 0.0 0.0 0.0
C 2.200479 1.808907 4.886986 0.0 0.0 0.1
C 1.598825 3.191678 4.633187 0.0 0.1 0.0
N 1.941961 3.678481 3.295217 0.1 0.0 0.0
C 1.089062 3.925263 2.305982 0.0 0.0 -0.1
N -0.181149 4.248661 2.540735 0.0 0.0 -0.1
N 1.525012 3.847023 1.047103 0.0 0.0 0.0
C 2.019115 0.741106 1.825910 0.0 -0.2 -0.2
O 3.038069 1.380106 1.988269 0.0 0.1 0.1
O 1.717239 0.099748 0.729333 -0.1 0.1 0.1
H -0.903350 -0.264784 3.075633 0.0 0.0 0.0
H 0.345871 -1.266046 2.779719 0.0 0.0 0.0
H 0.359431 1.641848 2.755046 0.0 0.0 0.0
H 1.948615 -0.295839 4.503767 0.0 0.0 0.0
H 0.480919 0.533452 4.970521 0.0 0.0 0.0
H 3.211719 1.780958 4.482737 0.0 0.0 0.0
H 2.299807 1.685595 5.966545 0.0 0.0 0.0
H 1.972627 3.904774 5.367445 0.0 0.0 0.0
H 0.512520 3.166759 4.733918 0.0 0.0 0.0
H 2.873009 3.425900 2.992220 0.0 0.0 0.0
H -0.473176 4.538618 3.456018 0.0 0.0 0.0
H -0.885973 4.130607 1.811281 0.0 0.0 0.0
H 2.320203 3.258185 0.843222 0.0 0.0 0.0
H 0.879162 4.025707 0.296601 0.0 0.0 0.0
```
Forces are in eV/Å.

Spin multiplicity ... 3
Highest occupied orbital energy (alpha / beta) ... -12.4219 / -13.2986 eV
Total charge ... +1

Computed, not measured: the molecule C3H9NO2, with the ωB97M-V functional and the def2-TZVPD basis.

XYZ file:
```
15
Properties=species:S:1:pos:R:3:forces:R:3
O 0.441537 -1.862225 -0.275469 -0.4 -0.4 -0.5
C -0.312208 -1.015190 -1.154013 0.8 -1.4 0.2
C 0.329633 0.343932 -1.198374 -0.6 0.4 0.6
N -0.241603 1.122983 -0.072701 0.1 0.8 -0.8
C 0.293434 0.971885 1.211446 0.3 0.4 0.3
O 0.100863 -0.295958 1.866918 0.2 -0.7 0.3
H 0.290673 -1.589843 0.648332 0.1 0.2 -0.4
H -1.327713 -0.921489 -0.797700 -0.5 0.1 0.1
H -0.398540 -1.530137 -2.116676 0.4 0.1 0.0
H 0.190467 0.831338 -2.169490 -0.3 0.2 0.3
H 1.420542 0.233289 -1.068419 -0.5 0.1 0.1
H -1.247700 1.285035 -0.088222 0.5 -0.3 -0.3
H -0.116461 1.707332 1.897838 -0.1 0.4 -0.1
H 1.376227 1.138769 1.116571 -0.2 -0.4 0.4
H -0.799151 -0.419721 2.199960 0.2 0.5 -0.1
```
Forces are in eV/Å.

Structure (SMILES) ... OCCNCO
Energy above the lowest of the compared OMol25 structures with the same formula, charge and spin ... 166.6 kJ/mol
Highest occupied orbital energy ... -9.0606 eV
Total charge ... 0

Computed, not measured: a cluster of 2 separate species, C4H12 in total, with the ωB97M-V functional and the def2-TZVPD basis.

XYZ file:
```
16
Properties=species:S:1:pos:R:3:forces:R:3
C -1.581358 0.417245 -1.416159 -0.6 -0.4 0.4
C -0.966740 1.775001 -1.155581 0.3 0.3 -1.1
H -1.945828 -0.042184 -0.494570 0.1 0.0 0.1
H -2.466352 0.498121 -2.034922 -0.1 0.1 -0.4
H -0.928154 -0.312495 -1.889940 0.3 0.2 0.0
H -0.230021 1.756205 -0.365507 0.1 0.1 0.2
H -0.477389 2.141658 -2.066599 0.2 -0.2 0.1
H -1.706693 2.552525 -0.988332 -0.2 -0.1 0.5
C 1.008282 -0.582680 0.765886 1.7 -0.7 0.2
C 1.511636 -1.602856 1.831916 -0.9 0.5 -1.0
H 1.817261 -0.400837 0.048507 0.0 0.1 0.1
H 0.232642 -1.059603 0.179255 -0.5 0.5 0.1
H 0.815123 0.379359 1.228945 -0.7 0.0 -0.2
H 0.650465 -2.173856 2.121475 -0.5 -0.4 0.5
H 2.166994 -2.324310 1.351455 0.5 0.1 0.4
H 1.879186 -1.112213 2.725566 0.6 -0.1 -0.1
```
Forces are in eV/Å.

Structure (SMILES) ... CC.CC
Energy above the lowest of the compared OMol25 structures with the same formula, charge and spin ... 30.2 kJ/mol
Highest occupied orbital energy ... -11.6093 eV
Total charge ... 0

Computed, not measured: the molecule C4H4N2, with the ωB97M-V functional and the def2-TZVPD basis.

XYZ file:
```
10
Properties=species:S:1:pos:R:3:forces:R:3
N 0.385597 1.391488 -0.429756 0.1 0.1 0.1
C -0.351486 0.379305 0.278122 -0.2 0.0 -0.1
C -0.519621 -0.822099 -0.560063 -0.1 -0.4 -0.3
C -0.622587 -1.807581 -1.239474 0.0 0.4 0.3
C 1.077286 -0.486027 2.258951 -0.8 0.5 -0.4
N 0.288845 -0.032898 1.513140 0.9 -0.5 0.5
H 1.314334 1.054562 -0.663935 -0.1 0.0 0.0
H 0.480770 2.227614 0.138416 0.0 -0.1 -0.1
H -1.332979 0.786419 0.538175 0.1 -0.1 0.0
H -0.720159 -2.690783 -1.833576 0.0 0.2 0.1
```
Forces are in eV/Å.

Energy above the lowest of the compared OMol25 structures with the same formula, charge and spin ... 297.6 kJ/mol
Highest occupied orbital energy ... -10.5819 eV
Total charge ... 0

Computed, not measured: the ion C4H7N2O with charge +1, with the ωB97M-V functional and the def2-TZVPD basis.

XYZ file:
```
14
Properties=species:S:1:pos:R:3:forces:R:3
C -1.511793 -0.387398 0.572424 -0.8 -0.7 0.2
C 0.131340 1.103202 -0.414577 -0.2 0.0 0.0
C 1.501782 0.402774 -0.322781 -0.2 0.9 -1.2
C 1.601772 -1.011964 -0.338424 -0.9 1.4 1.0
N -0.669337 0.667743 0.683913 0.3 0.7 0.3
N -1.554923 -1.045060 -0.508455 0.9 0.0 -0.6
O 1.545787 -0.531516 0.835898 0.6 -1.6 -0.1
H -2.107727 -0.583451 1.471118 0.1 0.1 -0.2
H 0.280353 2.182261 -0.368525 0.1 -0.1 0.0
H -0.361078 0.830046 -1.353858 0.1 0.1 0.1
H 2.394611 1.004903 -0.457674 0.1 -0.2 0.1
H 1.571141 -1.983573 -0.786539 0.1 -0.6 0.1
H -0.621723 1.172817 1.555946 -0.1 0.0 -0.1
H -2.200202 -1.820787 -0.568472 -0.1 0.1 0.4
```
Forces are in eV/Å.

Energy above the lowest of the compared OMol25 structures with the same formula, charge and spin ... 380.1 kJ/mol
Highest occupied orbital energy ... -13.8365 eV
Total charge ... +1

Computed, not measured: a structure of composition C58H53BrCl2IKN2O7P2, with the ωB97M-V functional and the def2-TZVPD basis.

XYZ file:
```
127
Properties=species:S:1:pos:R:3:forces:R:3
K 0.255472 0.003423 0.379175 -0.3 1.4 -0.1
C -1.355928 -0.378177 3.464575 -0.1 0.1 -0.3
P -2.699228 -0.308777 2.185175 -0.4 -0.5 0.4
C -3.159628 -2.093977 2.114575 0.0 0.0 -0.1
C -2.259628 -3.141277 2.277575 0.0 0.1 0.1
C -2.659028 -4.452877 2.094375 0.0 -0.2 0.0
C -3.964128 -4.752677 1.745475 0.0 -0.1 0.0
C -4.871228 -3.719777 1.571475 -0.1 -0.1 -0.1
C -4.466928 -2.410077 1.741775 0.0 0.1 0.0
C -4.143628 0.157823 3.251275 0.1 0.1 -0.1
C -4.483728 -0.596877 4.370775 0.1 0.0 0.1
C -5.582328 -0.267477 5.141975 -0.1 -0.1 0.2
C -6.364728 0.827523 4.810075 -0.1 0.1 0.0
C -6.045228 1.576223 3.691275 -0.2 0.1 0.0
C -4.951328 1.237923 2.913275 0.1 0.0 -0.1
C -0.675128 0.921423 3.710475 0.1 0.2 0.3
C -0.448528 1.540623 4.927575 -0.2 -0.2 0.2
C 0.390472 2.641223 4.664575 0.1 0.3 0.2
C 0.610372 2.623523 3.300775 0.1 0.1 0.1
C 1.501172 3.440323 2.430175 -0.1 -0.1 0.1
P 1.165672 2.866423 0.706775 0.3 1.2 -0.5
C 2.495172 3.911423 -0.039525 0.0 -0.1 -0.1
C 3.794872 3.495923 0.247275 -0.1 0.0 0.0
C 4.892372 4.192723 -0.213725 0.2 0.0 0.1
C 4.712272 5.325223 -0.991625 0.1 0.1 -0.1
C 3.429272 5.729323 -1.315025 0.1 0.2 -0.1
C 2.328872 5.029723 -0.849925 -0.1 -0.1 0.1
C -0.252028 3.903323 0.154075 -0.1 -0.1 0.0
C -0.679628 5.089123 0.741975 0.1 -0.1 0.0
C -1.652628 5.865523 0.138275 0.0 0.2 0.1
C -2.232628 5.465723 -1.053625 0.0 -0.1 -0.1
C -1.853828 4.260623 -1.622925 -0.1 0.2 -0.2
C -0.872228 3.493123 -1.025025 0.1 0.0 0.2
N -0.039228 1.591923 2.708375 -0.3 -0.4 0.3
H -0.614028 -1.066477 3.055275 0.0 -0.2 0.2
H -1.749128 -0.786777 4.399775 0.1 -0.1 -0.1
H -1.236828 -2.945377 2.553275 0.1 0.0 0.0
H -1.939328 -5.247477 2.226775 0.1 -0.1 0.0
H -4.272528 -5.780377 1.603175 0.0 -0.1 0.0
H -5.897628 -3.938277 1.303475 0.0 0.0 0.0
H -5.181728 -1.607877 1.599675 -0.1 0.0 0.0
H -3.888328 -1.460177 4.640575 0.0 0.0 0.0
H -5.836428 -0.870677 6.005175 0.0 0.0 0.0
H -7.219728 1.094523 5.419675 0.0 0.0 0.0
H -6.652128 2.430123 3.417675 0.0 0.0 0.0
H -4.698828 1.835923 2.052175 0.0 0.1 0.0
H -0.831028 1.235023 5.890875 0.0 -0.1 0.0
H 0.786772 3.341723 5.385875 0.0 0.1 0.0
H 2.555472 3.214523 2.637475 -0.1 0.1 -0.1
H 1.374172 4.523823 2.542775 0.1 -0.1 0.0
H 3.934772 2.601923 0.838175 0.1 -0.1 0.0
H 5.888972 3.852323 0.034075 0.1 0.0 0.0
H 5.569672 5.877823 -1.354025 0.0 0.0 0.0
H 3.282972 6.604523 -1.934425 0.0 0.1 -0.1
H 1.338072 5.366623 -1.118925 -0.1 0.0 0.0
H -0.247528 5.420623 1.674075 0.1 0.0 0.1
H -1.952028 6.799923 0.597975 0.0 0.0 0.0
H -2.978628 6.085123 -1.535725 -0.1 0.0 0.0
H -2.314328 3.922623 -2.542125 0.0 0.0 0.0
H -0.576328 2.556923 -1.475025 0.1 -0.1 -0.1
C 4.329872 0.157723 2.808675 -0.3 0.0 0.0
C 3.573172 0.118223 1.491175 0.2 -0.1 0.4
O 2.346772 0.163523 1.529075 1.0 -0.1 0.7
C 4.331172 0.010323 0.268775 -0.1 0.0 -0.4
C 5.729572 0.106623 0.255475 0.0 0.0 0.1
C 6.452872 0.050023 -0.906525 0.5 0.1 0.2
C 5.779172 -0.108977 -2.122725 -0.1 -0.1 -0.1
C 4.422772 -0.231277 -2.152725 -0.1 0.1 -0.4
C 3.624372 -0.180677 -0.968225 -0.1 0.0 0.2
O 2.368072 -0.319277 -1.016625 0.2 -0.1 -0.3
H 3.595172 0.171823 3.609475 0.0 0.0 0.1
H 4.944072 1.053323 2.874975 0.1 0.1 0.0
H 4.965472 -0.719277 2.906775 0.1 0.0 0.0
H 6.257872 0.239523 1.189175 0.0 0.0 0.1
H 7.531372 0.150023 -0.889625 0.0 0.0 0.0
H 6.349572 -0.156977 -3.043425 0.0 0.0 -0.1
H 3.896272 -0.367877 -3.086725 0.0 0.0 0.0
O -3.327528 1.285923 -0.713825 -0.2 0.5 -0.2
H -3.718728 0.799023 0.017675 0.1 -0.1 0.1
H -2.713928 0.643323 -1.111625 0.1 -0.2 0.0
O -2.557028 2.452723 1.816675 -0.3 0.5 0.1
H -2.542028 2.295623 0.861775 0.1 0.0 -0.1
H -1.644528 2.304223 2.131175 0.1 0.0 -0.1
O 1.301572 -2.262877 2.346975 -0.2 -0.1 0.1
H 1.723772 -1.398077 2.251075 0.2 0.2 0.1
H 0.637672 -2.251377 1.647475 -0.1 -0.3 -0.2
Br 1.156772 3.235823 -4.963925 -0.2 0.1 -0.2
C -0.216028 1.981023 -5.396525 0.3 0.1 0.3
C -1.035228 2.243823 -6.481125 0.0 0.1 -0.1
C -2.028628 1.340823 -6.812625 0.0 0.0 0.0
C -2.203728 0.198323 -6.045725 -0.1 0.0 -0.1
C -1.379028 -0.046677 -4.965925 0.1 0.0 0.2
C -0.357828 0.834623 -4.623725 0.1 0.1 0.0
I 0.931272 0.336123 -3.038125 -0.1 0.1 -0.4
H -0.890128 3.143323 -7.063325 0.0 0.0 0.0
H -2.659928 1.527623 -7.670525 -0.1 0.0 0.0
H -2.983328 -0.506277 -6.296725 -0.1 -0.1 0.0
H -1.509628 -0.926077 -4.355325 -0.1 -0.2 0.1
Cl 0.891472 -5.245477 1.497975 -0.2 -0.3 0.4
C 2.139172 -4.546977 0.544375 0.2 0.1 -0.3
C 3.415172 -4.458377 1.058075 0.0 0.0 -0.1
C 4.418072 -3.903977 0.280175 -0.1 -0.1 0.1
C 4.124872 -3.445377 -0.989825 0.1 0.0 0.0
C 2.835572 -3.523677 -1.488625 0.0 -0.2 0.2
Cl 2.537872 -2.867577 -3.045525 0.1 0.2 -0.3
C 1.795672 -4.083777 -0.734725 0.5 -0.1 0.2
N 0.465972 -4.144977 -1.098925 -0.5 0.2 0.1
C -0.044528 -4.338077 -2.359325 -0.1 -0.4 -0.3
C 0.640172 -5.102077 -3.305025 -0.1 -0.1 0.0
C 0.114072 -5.310377 -4.563625 0.0 0.0 0.0
C -1.119128 -4.777577 -4.893225 -0.1 -0.1 -0.2
C -1.836228 -4.079277 -3.934125 0.1 0.0 -0.1
C -1.331328 -3.855477 -2.663225 0.1 0.0 -0.1
C -2.163528 -3.163477 -1.626625 0.1 0.4 0.3
C -1.518828 -1.867677 -1.045825 -0.8 -0.9 -0.3
O -1.796828 -0.800177 -1.594825 -0.3 0.6 -0.4
O -0.786628 -2.004277 -0.040225 -0.1 -1.5 0.5
H 3.608272 -4.813877 2.058175 0.0 0.0 0.1
H 5.420572 -3.818377 0.671875 0.1 0.0 0.0
H 4.881772 -2.974177 -1.596525 0.1 0.0 -0.1
H -0.136828 -3.600277 -0.469525 0.2 0.0 0.0
H 1.596672 -5.529177 -3.044225 0.1 0.0 0.1
H 0.672772 -5.892977 -5.284125 0.0 0.0 -0.1
H -1.524828 -4.922077 -5.885225 -0.1 0.0 0.0
H -2.820828 -3.699377 -4.174325 -0.1 0.1 0.0
H -2.340728 -3.839777 -0.785325 0.0 0.0 0.1
H -3.127228 -2.887777 -2.057925 0.1 0.0 0.0
```
Forces are in eV/Å.

Energy above the lowest of the compared OMol25 structures with the same formula, charge and spin ... 78.2 kJ/mol
Highest occupied orbital energy ... -1.9624 eV
Total charge ... -2

Number 1: calculated total energy -495.7017 Ha. Number 2: calculated total energy -2250.0832 Ha. Number 3: calculated total energy -324.9092 Ha. Number 4: calculated total energy -159.5735 Ha. Number 5: calculated total energy -264.2131 Ha. Number 6: calculated total energy -340.9915 Ha. Number 7: calculated total energy -7953.1245 Ha.